# C15H30N6S4SbW

C15H30N6S4SbW as an isolated structure at a distorted geometry (wB97M-V/def2-TZVPD, OMol25).

Results
- Max |F|: 0.026 Eh/bohr
- Energy above the lowest of the compared OMol25 structures with the same formula, charge and spin: 0.926 eV
- Gap between HOMO and LUMO (alpha / beta): 0.250 / 0.244 Eh
- Total charge: +3

Cartesian coordinates (Å):
W 0.2069 -0.0636 -0.5941
C -0.3456 0.0830 2.6909
C -0.4075 -1.3663 2.3172
N -0.9866 -1.4691 0.9543
C -0.9606 -2.8976 0.5334
C 0.4086 -3.1700 -0.0117
C 0.9219 -4.4455 -0.1259
C 2.2398 -4.6123 -0.5283
C 3.0240 -3.4836 -0.7266
C 2.4433 -2.2399 -0.6022
C 3.2103 -0.9586 -0.7217
N 2.4334 0.1040 -0.0355
C 2.6991 0.1558 1.4229
C 1.7731 1.2004 1.9939
N 0.3623 0.8604 1.6257
N 1.1330 -2.0724 -0.3108
H 0.1305 0.2352 3.6593
H -1.3618 0.4709 2.7758
H -1.0196 -1.9225 3.0308
H 0.5800 -1.8283 2.2977
H -1.9646 -1.1797 0.9983
H -1.7334 -3.0899 -0.2070
H -1.1627 -3.5448 1.3894
H 0.2998 -5.2954 0.1200
H 2.6631 -5.6023 -0.6336
H 4.0772 -3.5663 -0.9590
H 3.3381 -0.6722 -1.7694
H 4.2093 -1.0518 -0.2912
H 2.7533 0.9913 -0.4238
H 3.7437 0.4154 1.6056
H 2.5196 -0.8332 1.8461
H 2.0231 2.1746 1.5662
H 1.8713 1.2952 3.0745
H -0.1451 1.7402 1.5980
S -1.1486 -2.3708 -5.3811
Sb -1.2170 -0.6728 -4.0556
S 1.0942 0.1632 -2.6028
S -1.6009 -1.1693 -1.7594
S -0.8128 1.5533 -4.1605
C -3.4655 1.7661 -0.8199
C -2.2170 2.5558 -0.4655
C -2.1456 2.8344 1.0277
C -2.1484 3.8585 -1.2600
N -1.0443 1.6846 -0.9394
N 0.2782 2.1868 -0.7395
H -4.3407 2.3603 -0.5616
H -3.5252 0.8250 -0.2724
H -3.5124 1.5574 -1.8894
H -2.9887 3.4740 1.2892
H -1.2595 3.4036 1.3307
H -2.2550 1.9271 1.6228
H -3.0031 4.4814 -1.0017
H -2.1920 3.6735 -2.3344
H -1.2550 4.4432 -1.0293
H -1.1856 1.6364 -1.9712
H 0.3104 2.8743 0.0114
H 0.6577 2.5930 -1.5974

Cartesian forces, eV/Å:
W 0.3088 0.5608 1.1835
C -0.0756 -0.0458 -0.0167
C 0.0234 -0.0210 0.0225
N -0.0602 0.0509 -0.1783
C 0.0312 -0.0223 -0.0403
C -0.1264 0.0605 0.0600
C 0.0650 0.0010 -0.0139
C -0.0885 0.0688 0.0311
C -0.0334 0.0617 0.0138
C -0.0065 0.1346 0.0437
C 0.0269 -0.0800 -0.0656
N 0.0423 0.0588 -0.0244
C 0.0314 0.0033 0.0549
C -0.0091 -0.0963 -0.1255
N -0.0993 0.0188 -0.1499
N 0.2869 -0.4144 -0.1710
H 0.0304 -0.0347 -0.0158
H 0.0269 0.0381 -0.0079
H 0.0158 0.0031 -0.0090
H -0.0180 0.0020 0.0101
H 0.0433 0.0110 -0.0204
H 0.0140 0.0089 0.0263
H 0.0304 0.0118 0.0094
H -0.0016 -0.0180 0.0017
H 0.0006 -0.0093 0.0000
H 0.0101 -0.0020 -0.0024
H 0.0090 -0.0228 0.0133
H -0.0254 -0.0046 0.0187
H -0.0349 -0.0391 -0.0279
H -0.0142 -0.0139 0.0368
H -0.0079 0.0163 -0.0058
H -0.0398 0.0038 -0.0037
H 0.0339 -0.0305 -0.0015
H 0.0203 -0.0418 0.0294
S -0.0708 -0.0211 -0.1733
Sb 0.0460 -0.3128 0.0453
S -0.1191 0.1811 -0.3770
S -0.3555 -0.2410 -0.0079
S 0.2594 0.1464 0.0281
C -0.0449 -0.0263 0.0498
C -0.0021 0.1314 0.1799
C -0.0956 -0.0288 -0.0824
C 0.0365 -0.0359 0.0024
N -0.0521 0.1373 -0.1219
N -0.1055 -0.1485 -0.2183
H -0.0153 0.0146 -0.0104
H 0.0132 -0.0074 -0.0112
H -0.0128 -0.0102 -0.0138
H 0.0088 0.0046 0.0172
H 0.0245 0.0193 0.0027
H 0.0123 -0.0109 -0.0035
H -0.0331 -0.0097 0.0167
H 0.0106 0.0127 -0.0020
H 0.0201 0.0029 -0.0152
H 0.0889 0.0303 0.0009
H -0.0374 -0.0319 -0.0068
H 0.0145 -0.0139 0.0257

***

# C3H5FNO4S

An isolated ion of composition C3H5FNO4S and charge -1 at a distorted geometry (wB97M-V/def2-TZVPD, OMol25).

Results
- Max |F|: 0.060 Eh/bohr
- SMILES: O=S(=O)([O-])[N@@H+]([O-])C/C=C\F
- Energy above the lowest of the compared OMol25 structures with the same formula, charge and spin: 0.172 eV
- Gap between HOMO and LUMO: 0.311 Eh
- Total charge: -1

Cartesian coordinates (Å):
O -1.9647 1.9203 0.0504
S -0.6702 2.5519 0.2843
O -0.6286 3.7097 1.1602
O 0.2364 2.7469 -0.8606
N 0.4151 1.3427 1.1123
O -0.0160 0.8726 2.3318
C 0.6127 0.1316 0.3381
C -0.6757 -0.5757 0.0475
C -0.7290 -1.8409 -0.3769
F 0.3659 -2.6225 -0.6159
H 1.2324 1.9144 1.1238
H 1.0889 0.3402 -0.6599
H 1.3043 -0.4216 0.9484
H -1.4260 0.1353 0.2799
H -1.4629 -2.5167 -0.6122

Cartesian forces, eV/Å:
O 1.0573 0.6950 0.2519
S 0.8722 1.7835 -0.9369
O -0.5168 -0.9728 0.0649
O -1.1555 -0.4844 0.1059
N -2.6491 -1.1368 1.1242
O 0.2859 0.9331 0.0132
C 1.4181 -0.5254 -2.5760
C 1.4353 -1.5040 0.3225
C 1.0511 1.8849 0.6155
F 1.3652 0.4300 0.1964
H 1.1879 0.4122 0.3091
H -0.1660 0.1436 0.8938
H 0.1951 -0.5376 0.0910
H -1.6431 -0.6178 -0.1944
H -2.7376 -0.5033 -0.2811

***

# C9H22N4

A 2-piece molecular cluster, C9H22N4 overall at a distorted geometry (wB97M-V/def2-TZVPD, OMol25).

Results
- Max |F|: 0.103 Eh/bohr
- Energy above the lowest of the compared OMol25 structures with the same formula, charge and spin: 6.280 eV
- Gap between HOMO and LUMO (alpha / beta): 0.257 / 0.297 Eh
- Total charge: +2

Cartesian coordinates (Å):
C 0.9170 -0.9583 -0.0924
C -1.1258 0.8925 0.2797
C 2.4518 0.7734 -0.5627
C 2.9490 -1.4313 -1.4584
C -0.2557 0.9239 2.4253
C -2.6597 1.4317 2.0801
C 1.1507 -3.3593 0.4157
C -2.1492 2.4806 -1.1487
C -1.5876 0.2029 -1.9204
N 1.9699 -0.6255 -0.7164
N -1.2939 1.0723 1.5192
N 0.4498 -2.1722 -0.0127
N -1.6463 1.1858 -0.8601
H 2.6820 1.0395 -1.5406
H 1.6229 1.2188 -0.0448
H 3.2802 0.6100 0.0555
H 3.5564 -1.0276 -2.1926
H 3.7568 -1.8573 -0.9133
H 2.2425 -2.1248 -1.7580
H 0.2908 1.7952 2.6700
H -0.6530 0.6414 3.4960
H 0.4510 0.1054 2.1581
H -2.8211 0.7502 2.8353
H -2.4256 2.4027 2.4147
H -3.2260 1.4839 1.1366
H 0.7589 -4.2108 -0.0239
H 0.8938 -3.5185 1.4788
H 2.2685 -3.4183 0.2951
H -2.3917 3.0876 -0.3896
H -2.9874 2.1280 -1.7469
H -1.4068 2.8270 -1.8529
H -2.5136 -0.2470 -1.7281
H -0.7050 -0.3309 -1.8079
H -1.4041 0.6194 -2.8456
H -0.4394 -2.3902 0.3559

Cartesian forces, eV/Å:
C -1.6257 0.1047 -0.5708
C 1.4211 -1.4433 -1.2313
C -1.7508 -2.2311 0.9873
C -1.4543 -1.2199 1.6407
C 1.3778 -2.4508 4.4714
C 2.0422 1.0200 -3.5624
C 2.7534 -0.3858 2.0036
C 0.0246 -2.2213 -4.7132
C -0.2931 0.7583 1.3778
N 2.3711 2.7047 0.1883
N -1.6156 0.0878 -0.7370
N 0.2226 -1.1196 0.2906
N 2.1625 -0.6180 3.1586
H 0.4345 1.4165 -1.3994
H 0.1386 1.2233 -0.0586
H 1.5357 0.8419 0.8905
H -0.0910 1.9845 -2.0279
H 0.0636 -0.6816 1.6467
H -0.1586 -2.4174 -1.7181
H 0.6291 1.2516 -0.3928
H 0.3228 0.2920 -2.1420
H -0.5207 0.6675 -0.1523
H -1.1504 -1.4286 1.3889
H -0.6307 1.3224 0.9112
H -0.8636 -0.2967 1.2168
H -0.8655 -1.4869 -1.4634
H 0.5531 0.2161 -0.2020
H -1.2609 0.5746 0.0415
H -0.6644 2.0277 2.8375
H -0.7728 1.3554 -0.1531
H -0.0873 1.1755 -0.1173
H -1.0699 -1.7762 -1.0421
H 1.1132 -1.8130 0.8048
H -0.6517 1.4424 -2.1150
H -1.6389 1.1235 -0.0578

***

# C2H3BrN2S

A single C2H3BrN2S molecule at a distorted geometry (wB97M-V/def2-TZVPD, OMol25).

Results
- Max |F|: 0.053 Eh/bohr
- SMILES: BrC1=NSNC1
- Energy above the lowest of the compared OMol25 structures with the same formula, charge and spin: 1.133 eV
- Gap between HOMO and LUMO: 0.317 Eh

Cartesian coordinates (Å):
Br -0.8458 -1.0015 -2.4221
C -0.2618 0.1249 -1.0138
N -0.2564 1.3564 -1.1230
S 0.6479 1.8621 0.7208
N 0.2345 0.3415 1.3009
C 0.2386 -0.6179 0.2343
H -0.6439 0.3557 1.8106
H -0.3796 -1.4838 0.4690
H 1.2666 -0.9375 0.0234

Cartesian forces, eV/Å:
Br -0.0579 0.0190 -0.1003
C 0.0152 -0.3683 0.3052
N 0.9382 1.1669 1.7234
S -1.1724 -1.2179 -2.1337
N -0.0623 0.4013 0.6139
C 0.3439 0.0101 -0.1253
H 0.0541 0.0482 -0.2259
H 0.0827 0.0236 0.0047
H -0.1415 -0.0828 -0.0621

***

# C5H10O2

A 2-piece molecular cluster, C5H10O2 overall (wB97M-V/def2-TZVPD, OMol25).

Results
- Max |F|: 0.014 Eh/bohr
- SMILES: C=CO[C@H](C)C=O.[H][H]
- Energy above the lowest of the compared OMol25 structures with the same formula, charge and spin: 3.822 eV
- Gap between HOMO and LUMO: 0.368 Eh

Cartesian coordinates (Å):
C -1.7111 0.3921 1.1057
C -1.2033 1.2140 0.1835
O 0.0772 1.2126 -0.2451
C 0.8257 0.1474 0.3132
C 2.1215 -0.0366 -0.4524
C 0.1013 -1.2183 0.3071
O -0.3325 -1.7810 -0.6676
H -1.1296 -0.0946 1.8766
H -2.7765 0.2307 1.1431
H -1.8012 1.9586 -0.3324
H 1.0282 0.4142 1.3586
H 2.6341 0.9201 -0.5658
H 1.9277 -0.4737 -1.4367
H 2.7669 -0.7193 0.1105
H 0.1868 -1.7615 1.2691
H -1.5503 0.0996 -2.0851
H -1.1650 -0.5044 -1.8823

Cartesian forces, eV/Å:
C -0.2091 0.4338 0.1634
C -0.2408 -0.0297 0.1491
O -0.0556 -0.0646 0.1210
C 0.1847 -0.0722 0.1640
C 0.0872 0.0323 -0.0264
C 0.2206 -0.4147 -0.2969
O 0.4632 0.1343 0.5177
H 0.0687 -0.3161 -0.3182
H -0.1478 0.4773 0.3037
H 0.0280 -0.3512 -0.2774
H 0.0650 -0.2011 -0.0063
H -0.0236 -0.0823 0.0238
H -0.0053 0.1470 0.1398
H -0.0165 0.0936 -0.1406
H -0.0782 0.0142 0.0385
H -0.1172 0.0112 -0.2696
H -0.2234 0.1882 -0.2855